# 1
A 18-piece molecular cluster, C92H221N13O23 overall. Source: OMol25; level of theory: wB97M-V/def2-TZVPD.

Atoms and positions in Å:
1 C 15.08065 28.02471 14.15716
2 C 15.51260 28.14927 15.55686
3 C 15.55366 26.77218 16.23082
4 O 14.25984 26.33059 16.61911
5 C 14.17664 25.33500 17.63765
6 N 16.96023 28.58432 15.57146
7 H 14.11619 27.64300 14.01658
8 H 15.73546 27.30413 13.66608
9 H 15.12654 28.99049 13.63811
10 H 14.89494 28.84472 16.15659
11 H 16.15876 26.86932 17.14276
12 H 16.15047 26.04495 15.67592
13 H 13.17607 25.05099 17.74454
14 H 14.34958 25.71712 18.64777
15 H 14.76164 24.43049 17.48993
16 H 17.15232 28.71854 16.56967
17 H 17.04440 29.47938 15.07188
18 C 22.18370 16.25797 20.05981
19 C 23.50823 16.28992 19.31590
20 C 23.25666 15.58251 17.98732
21 O 22.97170 14.23121 18.16955
22 C 23.00443 13.47520 16.93806
23 N 23.96180 17.64682 19.03350
24 H 21.56659 17.13072 19.68718
25 H 22.32668 16.48063 21.12407
26 H 21.61900 15.31973 19.94307
27 H 24.33351 15.66612 19.88337
28 H 24.13316 15.67531 17.41536
29 H 22.44386 16.06286 17.39697
30 H 23.03645 12.39977 17.19984
31 H 23.88909 13.81789 16.30303
32 H 22.14624 13.66335 16.27587
33 H 23.22814 18.15004 18.48825
34 H 24.05391 18.24912 19.86378
35 C 19.97351 23.93866 9.42847
36 C 21.26187 24.28818 10.15937
37 C 21.63741 23.06543 11.01309
38 O 20.79619 22.87568 12.15102
39 C 20.92936 21.60939 12.71481
40 N 22.43420 24.54536 9.26352
41 H 19.20898 23.65447 10.13727
42 H 20.22588 23.07882 8.76434
43 H 19.52792 24.65999 8.77014
44 H 21.09370 25.12934 10.85867
45 H 22.71195 23.12967 11.33232
46 H 21.57568 22.17599 10.35677
47 H 21.93324 21.46161 13.00099
48 H 20.61072 20.72057 12.12490
49 H 20.30893 21.66921 13.65574
50 H 23.21931 24.81266 9.86742
51 H 22.21692 25.38580 8.71703
52 C 23.71619 19.82560 22.49655
53 C 22.66516 20.88161 22.05714
54 C 22.30674 20.70632 20.60227
55 O 23.40795 20.69980 19.63450
56 C 24.23194 21.84104 19.53727
57 N 21.46504 20.62737 22.91389
58 H 23.24311 18.82583 22.48205
59 H 23.89616 20.10496 23.49974
60 H 24.61998 19.78903 21.92226
61 H 23.04618 21.84869 22.21716
62 H 21.58868 21.48184 20.23107
63 H 21.86973 19.70539 20.49756
64 H 23.54616 22.65018 19.18604
65 H 25.04004 21.60675 18.89312
66 H 24.63244 22.15110 20.49589
67 H 20.83925 19.90020 22.48568
68 H 20.91911 21.44183 22.79232
69 C 12.44828 21.77923 17.05556
70 C 11.04299 21.41206 16.62010
71 C 10.57682 22.33285 15.43396
72 O 10.95875 23.71389 15.77897
73 C 10.23242 24.70146 15.02435
74 N 10.91607 20.03647 16.22782
75 H 12.47246 22.86581 17.30116
76 H 13.15119 21.63815 16.25014
77 H 12.82581 21.18002 17.91414
78 H 10.43703 21.63149 17.49101
79 H 9.46592 22.18428 15.36199
80 H 11.08443 22.01726 14.49534
81 H 9.15442 24.56884 15.12128
82 H 10.45101 24.63821 13.95310
83 H 10.48873 25.70859 15.41798
84 H 10.08932 19.96075 15.56746
85 H 11.64895 19.78479 15.58587
86 C 11.70984 16.49552 14.07465
87 C 13.23742 16.69809 14.18276
88 C 13.99047 15.93172 13.14554
89 O 13.49175 16.26981 11.83670
90 C 14.15366 15.60264 10.76726
91 N 13.54822 18.16122 13.99998
92 H 11.59699 15.41330 14.01307
93 H 11.32842 16.98214 13.18474
94 H 11.21508 16.81996 15.01459
95 H 13.59300 16.34353 15.18247
96 H 13.74240 14.86098 13.38097
97 H 15.10011 16.12925 13.14322
98 H 14.23329 14.58928 10.98334
99 H 15.15950 16.00288 10.55901
100 H 13.49812 15.75530 9.87826
101 H 13.63018 18.23707 12.97326
102 H 14.48056 18.18533 14.39804
103 C 11.62698 16.47714 17.97646
104 C 11.39055 17.44615 19.14368
105 C 12.61327 18.31653 19.37820
106 O 12.54168 18.91855 20.63703
107 C 13.41862 18.53265 21.61692
108 N 10.13956 18.18856 18.90493
109 H 12.26029 15.59136 18.29886
110 H 11.98502 16.98581 17.07020
111 H 10.62125 16.03533 17.73481
112 H 11.15623 16.90810 20.06547
113 H 12.66258 19.09109 18.59306
114 H 13.48990 17.75765 19.19893
115 H 14.45428 18.88932 21.42650
116 H 13.46775 17.47652 21.80335
117 H 13.13957 18.99990 22.59554
118 H 10.26232 18.87742 18.15326
119 H 9.86782 18.68725 19.75751
120 C 14.45646 23.84031 22.20611
121 C 13.63369 22.63756 22.75599
122 C 12.86519 23.11372 23.99205
123 C 11.59590 23.85241 23.72172
124 C 10.62485 23.08587 22.80156
125 C 11.31852 22.81513 21.48081
126 N 12.58569 22.08521 21.83572
127 O 13.23715 21.77460 20.64643
128 C 10.49918 21.83493 20.71642
129 C 11.56693 24.04066 20.63728
130 C 14.57845 21.52725 23.17346
131 H 15.20550 24.23448 22.90476
132 H 13.85276 24.61812 21.75605
133 H 15.08398 23.38971 21.37546
134 H 12.65431 22.22255 24.65958
135 H 13.59286 23.66924 24.61179
136 H 11.86262 24.82683 23.28217
137 H 11.11860 24.13199 24.63090
138 H 9.67004 23.55036 22.67390
139 H 10.47833 22.11369 23.27472
140 H 11.04027 21.56604 19.81109
141 H 10.31218 20.92330 21.26347
142 H 9.51950 22.31107 20.43169
143 H 12.11475 23.59845 19.82472
144 H 10.64086 24.44438 20.34843
145 H 12.19062 24.77257 21.23827
146 H 15.29957 21.26054 22.40010
147 H 13.94068 20.66122 23.46936
148 H 15.28406 21.83242 24.00521
149 H 13.15456 20.80502 20.63263
150 C 14.79998 29.74210 23.39368
151 C 15.72782 30.72201 22.73010
152 C 17.16295 30.22980 22.81565
153 C 17.50959 28.98783 22.03899
154 C 17.22475 29.27225 20.59090
155 C 15.75465 29.70056 20.34047
156 N 15.45002 30.86438 21.23595
157 O 14.05327 31.27767 21.11532
158 C 15.68078 30.20645 18.90525
159 C 14.84860 28.52739 20.60095
160 C 15.71036 32.08734 23.35726
161 H 13.84785 29.88180 22.94296
162 H 14.69404 29.95439 24.44182
163 H 15.13232 28.73700 23.24321
164 H 17.78553 30.97711 22.33450
165 H 17.43480 30.23571 23.91590
166 H 16.88957 28.14734 22.43408
167 H 18.55797 28.71463 22.16401
168 H 17.55888 28.50399 19.93985
169 H 17.94344 30.06843 20.34910
170 H 14.68281 30.52702 18.69743
171 H 16.39039 31.03768 18.77053
172 H 15.82180 29.35591 18.21913
173 H 15.15770 27.89084 21.40850
174 H 13.85136 28.74818 20.80384
175 H 14.82174 27.87528 19.74585
176 H 16.27896 32.71547 22.66475
177 H 16.17979 32.06598 24.35213
178 H 14.75923 32.61955 23.61593
179 H 14.20438 32.14038 20.69020
180 C 15.61668 24.24468 13.95139
181 C 15.64611 23.34233 12.76680
182 C 14.99456 21.96294 12.95273
183 C 13.51795 22.09238 13.08599
184 C 12.88831 22.65372 11.89192
185 C 13.49198 24.03218 11.54815
186 N 14.96820 23.92167 11.60046
187 O 15.48871 25.21752 11.41990
188 C 13.15512 24.46397 10.11064
189 C 12.90521 25.17968 12.37606
190 C 17.15336 23.14554 12.38982
191 H 16.26094 25.06868 13.75708
192 H 16.05802 23.75572 14.80621
193 H 14.68194 24.72865 14.21888
194 H 15.24525 21.37135 12.11081
195 H 15.44273 21.31038 13.74142
196 H 13.13862 22.65417 13.95170
197 H 12.99899 21.12718 13.27260
198 H 11.73554 22.79528 11.94353
199 H 12.98004 21.92656 11.04808
200 H 13.11420 25.54524 10.04268
201 H 14.00228 24.19093 9.43707
202 H 12.20653 24.17247 9.72766
203 H 11.90158 25.35037 11.98932
204 H 12.75252 24.86660 13.39711
205 H 13.44417 26.17033 12.22256
206 H 17.47817 24.10346 12.05117
207 H 17.28188 22.44888 11.53952
208 H 17.71952 22.82299 13.28277
209 H 15.60015 25.42882 10.51333
210 C 19.50466 25.69408 13.94169
211 C 20.49778 26.23455 15.01882
212 C 19.79180 26.32557 16.39174
213 C 20.76175 26.29463 17.58115
214 C 21.52080 25.01756 17.60026
215 C 22.31988 24.76277 16.29176
216 N 21.45950 25.10122 15.10446
217 O 22.20189 25.02104 13.89530
218 C 23.54358 25.54363 16.39605
219 C 22.50907 23.20182 16.20165
220 C 21.05942 27.63195 14.64541
221 H 18.48207 26.11848 14.01084
222 H 19.50182 24.61488 13.98879
223 H 19.91488 25.94117 12.95845
224 H 19.29939 27.28954 16.42512
225 H 19.04580 25.51244 16.48657
226 H 20.10681 26.36516 18.43997
227 H 21.40559 27.17296 17.55535
228 H 20.88573 24.14375 17.84450
229 H 22.23678 24.93104 18.40678
230 H 23.28004 26.59382 16.30560
231 H 24.10358 25.43092 17.37154
232 H 24.22592 25.38520 15.56848
233 H 21.59390 22.67446 16.32712
234 H 22.86287 22.94670 15.21134
235 H 23.24950 22.85254 16.89853
236 H 21.74827 27.98902 15.42727
237 H 20.24962 28.38062 14.49034
238 H 21.55484 27.58831 13.64806
239 H 21.74570 24.38695 13.32021
240 C 19.98548 26.19802 21.12424
241 C 20.97742 25.51394 22.10197
242 C 21.19771 26.34833 23.36551
243 C 19.96556 26.46841 24.28765
244 C 19.54082 25.00668 24.73372
245 C 19.43773 24.03683 23.59918
246 N 20.60581 24.19224 22.77608
247 O 20.47611 23.19895 21.76343
248 C 19.47624 22.64526 24.27196
249 C 18.15997 24.20826 22.77585
250 C 22.32306 25.26790 21.48075
251 H 19.09367 26.61276 21.65846
252 H 19.37229 25.53935 20.49516
253 H 20.50541 26.97221 20.53790
254 H 21.94296 25.96684 23.99227
255 H 21.68094 27.31511 23.13389
256 H 19.18421 27.11117 23.96513
257 H 20.38095 26.93448 25.20632
258 H 18.52588 24.99858 25.16789
259 H 20.24937 24.71971 25.46185
260 H 18.75546 22.54543 25.07031
261 H 19.23953 21.88786 23.51197
262 H 20.45274 22.41532 24.66793
263 H 17.30118 24.31908 23.45907
264 H 18.24852 25.12874 22.22682
265 H 17.90930 23.26721 22.24327
266 H 22.83632 26.20185 21.27700
267 H 22.34104 24.66731 20.59868
268 H 22.95944 24.73430 22.20249
269 H 19.63431 23.46433 21.30324
270 C 18.15050 22.69733 16.37867
271 C 17.44406 22.20127 17.61182
272 C 16.19127 21.46505 17.13725
273 C 15.50241 20.64119 18.14083
274 C 16.49724 19.64445 18.70103
275 C 17.78265 20.21726 19.26128
276 N 18.37940 21.14148 18.24520
277 O 19.48171 21.84573 18.76942
278 C 17.56664 20.92983 20.60263
279 C 18.82746 19.07134 19.48930
280 C 17.10026 23.35110 18.60213
281 H 18.28834 21.84386 15.68959
282 H 19.14698 23.09563 16.55937
283 H 17.52977 23.46562 15.83549
284 H 15.55723 22.26893 16.68505
285 H 16.42595 20.78622 16.30478
286 H 14.62961 20.19251 17.61052
287 H 15.15201 21.32222 18.92355
288 H 16.83096 18.96894 17.90314
289 H 16.09286 19.13809 19.57364
290 H 16.73247 21.68548 20.53340
291 H 17.25182 20.26536 21.40661
292 H 18.52131 21.37003 20.88486
293 H 19.05142 18.42684 18.65969
294 H 19.79797 19.56728 19.70874
295 H 18.64167 18.54289 20.42514
296 H 17.87906 23.28212 19.41386
297 H 16.05337 23.28846 18.93783
298 H 17.23062 24.23310 18.02512
299 H 20.22112 21.31852 18.45211
300 C 17.73938 17.68089 11.32285
301 C 19.24089 17.87192 11.24645
302 O 19.79951 18.14695 12.51529
303 O 17.21787 16.79240 12.26397
304 H 17.35902 17.27757 10.37660
305 H 17.25901 18.67000 11.33572
306 H 19.49809 18.72652 10.63201
307 H 19.73265 16.91870 10.87389
308 H 19.32072 17.77979 13.26796
309 H 17.42927 17.15416 13.16363
310 C 18.06825 15.76216 20.14332
311 C 17.19815 15.59731 18.97813
312 O 15.92791 15.04978 19.39640
313 O 17.40922 16.60403 21.14131
314 H 18.94590 16.35538 19.86046
315 H 18.43228 14.80882 20.59889
316 H 17.62755 14.96767 18.23326
317 H 16.96816 16.62388 18.62982
318 H 15.77237 14.29916 18.83800
319 H 16.50204 16.37955 21.09341
320 C 18.40546 14.60769 15.10430
321 C 19.06974 15.87294 15.45194
322 O 18.41626 17.06718 14.95016
323 O 18.48297 14.41536 13.67935
324 H 17.36474 14.52647 15.44851
325 H 19.00637 13.83330 15.52672
326 H 20.09710 15.83240 15.07759
327 H 19.20097 15.93406 16.51597
328 H 18.67689 17.89497 15.39835
329 H 17.88465 14.99577 13.19061
330 C 18.48844 18.17534 24.26310
331 C 17.08403 17.59375 24.37239
332 O 16.14171 18.35980 23.73574
333 O 18.91893 18.17790 22.85245
334 H 19.23851 17.64519 24.85434
335 H 18.44194 19.22361 24.61468
336 H 16.99125 17.42148 25.44782
337 H 17.15655 16.58727 23.94879
338 H 16.30150 18.27987 22.77782
339 H 18.44902 17.42916 22.46244
340 C 20.42351 19.86047 15.66988
341 C 21.74520 19.49515 16.43246
342 O 21.51742 20.00436 17.73932
343 O 19.27335 19.25196 16.26265
344 H 20.59166 19.39880 14.73237
345 H 20.44992 20.95625 15.76502
346 H 22.62760 19.99720 16.10183
347 H 21.89226 18.37972 16.41976
348 H 22.38368 20.20958 18.18581
349 H 18.95262 19.95826 16.95058

total energy = -6079.7126 a.u.
LUMO level = 0.2 eV

---

# 2
C22H35ClO2P2Pb as an isolated structure. Source: OMol25; level of theory: wB97M-V/def2-TZVPD.

Atoms and positions in Å:
1 P 0.26443 -1.89038 -4.28241
2 P 0.09644 1.29677 -4.17111
3 C -0.12873 -0.96697 -5.85887
4 C 0.36551 0.47975 -5.83053
5 H -1.22027 -1.00743 -5.97589
6 H 0.32376 -1.52112 -6.69126
7 H 1.44475 0.53066 -6.02916
8 H -0.14887 1.08556 -6.58751
9 C -1.49649 2.15411 -4.53344
10 H -1.70555 2.84646 -3.70898
11 H -2.30086 1.41106 -4.57854
12 H -1.44631 2.70982 -5.47995
13 C 1.22885 2.72788 -4.39384
14 H 1.04227 3.25487 -5.33867
15 H 2.25924 2.35668 -4.37147
16 H 1.08306 3.41324 -3.55141
17 C -0.87849 -3.31110 -4.51454
18 H -0.66826 -4.04975 -3.73284
19 H -0.76228 -3.77263 -5.50390
20 H -1.90477 -2.94871 -4.39017
21 C 1.82671 -2.71088 -4.81939
22 H 2.62357 -1.96069 -4.87451
23 H 1.70674 -3.20299 -5.79441
24 H 2.09784 -3.45449 -4.06043
25 Pb 0.03398 -0.38090 2.68928
26 C 0.73820 1.12495 0.72953
27 C -0.62715 1.04158 0.64802
28 C -1.39117 0.23113 -0.36355
29 C -1.77933 -1.23025 -0.02552
30 C -0.74508 -2.09564 0.63333
31 C 0.59290 -2.00241 0.42388
32 C 1.27061 -1.09455 -0.56539
33 C 1.68908 0.33281 -0.11621
34 C 0.16867 -2.16855 3.96449
35 H 1.20203 1.89394 1.36373
36 H -1.24400 1.70593 1.26644
37 H -0.88587 0.25273 -1.32966
38 H -2.33538 0.76562 -0.50676
39 H -2.65603 -1.20781 0.63029
40 H -2.14172 -1.69451 -0.95543
41 H -1.13681 -2.83918 1.33403
42 H 1.26733 -2.63975 0.99737
43 H 0.68405 -1.01412 -1.48328
44 H 2.20899 -1.58779 -0.84435
45 H 2.65117 0.28269 0.40525
46 H 1.90905 0.90143 -1.03026
47 H 0.91624 -1.88816 4.71093
48 H 0.45200 -3.07617 3.43262
49 H -0.82538 -2.26237 4.41297
50 Cl 0.46074 2.89702 10.35935
51 C 0.08775 2.37021 8.77664
52 C -1.18065 1.80003 8.52068
53 C -1.47787 1.35619 7.22734
54 C -0.50937 1.53044 6.24385
55 C 0.75896 2.08964 6.49884
56 C 1.05604 2.52632 7.77603
57 C -0.71357 1.08803 4.83376
58 O -1.69575 0.40509 4.44630
59 O 0.33435 1.37514 4.09759
60 H -1.91638 1.69635 9.32030
61 H -2.43202 0.89941 6.91271
62 H 1.47148 2.17599 5.67152
63 H 2.03760 2.96978 7.96658

total energy = -2345.3627 a.u.
LUMO level (spin up / spin down) = -0.1 / -0.3 eV